No. 1
C40H94N3OP | the ωB97M-V functional and the def2-TZVPD basis

frontier orbital gap: 8.7 eV
total charge: 0
E_HOMO: -8.2 eV
max |F|: 0.01900 hartree/bohr
SMILES: [H]/N=C/CP(CCO)(CCCCCN)(NCCC)[C@@H](C)CC.CCCCCC.CCCCCC.CCCCCC.CCCCCC
lowest unoccupied orbital energy: 0.0204 Eh

XYZ file:
```
139
C40H94N3OP (the ωB97M-V functional and the def2-TZVPD basis)
H -1.7891 0.3664 -5.5168
N -2.2091 0.6483 -4.6336
C -1.3834 0.5106 -3.6801
C -1.7566 0.9452 -2.2899
P -0.8432 0.0221 -0.9155
C -1.5931 -0.2148 0.7501
C -0.5719 -0.2801 1.8884
O -1.2012 -0.2771 3.1625
C 0.9039 -0.5600 -1.3239
C 2.0334 -0.2511 -0.3298
C 3.2844 -1.1404 -0.5954
C 3.5818 -2.1631 0.5171
C 5.0753 -2.2530 0.8226
N 5.4285 -3.3943 1.6789
N -0.1103 1.5820 -0.3184
C -0.9354 2.5941 0.2955
C -0.2798 3.9801 0.2208
C 0.6574 4.2119 1.4258
C -1.5430 -1.6376 -1.5800
C -1.2060 -2.8411 -0.6691
C -3.0271 -1.7108 -1.9827
C -4.0648 -1.2852 -0.9445
H -0.3826 0.1129 -3.8561
H -1.5067 2.0062 -2.2455
H -2.8358 0.8815 -2.1834
H -2.3555 0.5368 0.9631
H -2.1455 -1.1501 0.7989
H 0.1288 0.5518 1.8256
H 0.0090 -1.1952 1.7971
H -1.7866 0.4747 3.1919
H 0.9110 -1.6315 -1.4991
H 1.1755 -0.0960 -2.2761
H 1.7218 -0.4491 0.6888
H 2.3516 0.7825 -0.4164
H 3.1695 -1.6806 -1.5365
H 4.1579 -0.4983 -0.7207
H 3.0712 -1.8878 1.4402
H 3.2411 -3.1522 0.2033
H 5.6376 -2.2844 -0.1119
H 5.3678 -1.3301 1.3310
H 4.6148 -3.9521 1.8895
H 6.1057 -3.9757 1.2125
H 0.4859 1.9970 -1.0190
H -1.9335 2.6710 -0.1696
H -1.1110 2.3909 1.3552
H -1.0464 4.7522 0.2153
H 0.3227 4.0721 -0.6819
H 0.1278 4.6606 2.2625
H 1.0277 3.2428 1.7697
H 1.5362 4.7976 1.1686
H -1.0029 -1.8455 -2.5105
H -0.9506 -3.7129 -1.2710
H -2.0436 -3.1095 -0.0294
H -0.3359 -2.6356 -0.0418
H -3.2235 -1.1639 -2.9044
H -3.2428 -2.7552 -2.2344
H -4.0393 -1.9261 -0.0627
H -3.9240 -0.2627 -0.5970
H -5.0567 -1.3534 -1.3868
C -10.4518 1.2596 -1.7492
C -9.8023 1.3830 -3.1245
C -8.7025 0.3526 -3.3740
C -7.5137 0.4386 -2.4164
C -6.7985 1.7880 -2.3851
C -6.1760 2.1809 -3.7223
H -9.7342 1.4351 -0.9465
H -11.2565 1.9867 -1.6328
H -10.8778 0.2641 -1.6085
H -9.4054 2.3938 -3.2521
H -10.5708 1.2603 -3.8919
H -8.3497 0.4532 -4.4041
H -9.1333 -0.6510 -3.3019
H -6.7901 -0.3351 -2.6925
H -7.8444 0.1898 -1.4037
H -6.0090 1.7409 -1.6292
H -7.4878 2.5704 -2.0551
H -5.4598 1.4276 -4.0572
H -5.6431 3.1290 -3.6386
H -6.9328 2.2985 -4.4997
C 2.6059 0.4423 3.9091
C 3.4001 -0.0770 5.1024
C 3.3502 -1.5980 5.2341
C 1.9482 -2.1756 5.4394
C 1.1998 -1.6322 6.6544
C 1.8958 -1.9277 7.9801
H 1.5428 0.2110 4.0036
H 2.6989 1.5257 3.8157
H 2.9688 -0.0051 2.9796
H 3.0348 0.3959 6.0181
H 4.4450 0.2273 4.9993
H 4.0002 -1.9055 6.0580
H 3.7811 -2.0452 4.3320
H 2.0323 -3.2634 5.5311
H 1.3431 -1.9967 4.5456
H 0.2007 -2.0745 6.6703
H 1.0507 -0.5541 6.5511
H 2.0327 -3.0025 8.1162
H 1.3060 -1.5573 8.8197
H 2.8771 -1.4540 8.0357
C -0.9385 10.5589 -0.5195
C -1.3096 9.0958 -0.2953
C -0.2119 8.1185 -0.7109
C 0.1582 8.1515 -2.1939
C -1.0033 7.8789 -3.1478
C -1.6238 6.4957 -2.9670
H -0.7733 10.7762 -1.5758
H -1.7331 11.2193 -0.1704
H -0.0270 10.8160 0.0239
H -2.2373 8.8680 -0.8274
H -1.5234 8.9431 0.7657
H -0.5182 7.1041 -0.4391
H 0.6881 8.3269 -0.1235
H 0.9427 7.4086 -2.3711
H 0.6039 9.1194 -2.4399
H -0.6384 7.9729 -4.1738
H -1.7749 8.6443 -3.0294
H -0.8747 5.7128 -3.1058
H -2.4197 6.3277 -3.6935
H -2.0570 6.3740 -1.9729
C 8.0431 -9.8037 0.1415
C 7.0956 -9.3137 -0.9497
C 7.2187 -7.8185 -1.2377
C 6.8906 -6.9084 -0.0534
C 5.4944 -7.0982 0.5360
C 4.3713 -6.7954 -0.4518
H 7.8341 -9.3294 1.1014
H 7.9491 -10.8811 0.2823
H 9.0813 -9.5902 -0.1208
H 6.0658 -9.5605 -0.6776
H 7.3041 -9.8606 -1.8726
H 6.5729 -7.5658 -2.0832
H 8.2401 -7.6037 -1.5669
H 7.0008 -5.8675 -0.3774
H 7.6320 -7.0543 0.7370
H 5.3917 -6.4359 1.4000
H 5.3812 -8.1153 0.9201
H 4.4505 -5.7720 -0.8271
H 3.3956 -6.9017 0.0245
H 4.3922 -7.4712 -1.3078
```

=====

No. 2
C41H101N7O11 | the ωB97M-V functional and the def2-TZVPD basis

frontier orbital gap: 8.3 eV
energy above the lowest of the compared OMol25 structures with the same formula, charge and spin: 88.7 kcal per mole
total charge: 0
E_HOMO: -7.8 eV
max |F|: 0.17057 hartree/bohr
SMILES: CC1(C)CCCC(C)(C)N1O.CC1(C)CCCC(C)(C)N1O.CC1(C)CCCC(C)(C)N1O.NC(N)=O.NC(N)=O.CCO.CCO.CCO.CCO.CCO.CCO
lowest unoccupied orbital energy: 0.0168 Eh

XYZ file:
```
160
C41H101N7O11 (the ωB97M-V functional and the def2-TZVPD basis)
C 17.9307 -14.8447 0.9563
C 18.8802 -13.7833 0.2645
C 19.7502 -13.1375 1.4006
C 19.8912 -14.6166 -0.5565
C 20.6584 -13.8115 -1.6024
C 19.6623 -13.0875 -2.4989
C 18.7273 -12.1391 -1.7238
C 19.4235 -10.8801 -1.1941
C 17.6362 -11.7275 -2.7493
N 18.1318 -12.9272 -0.6138
O 17.1591 -12.1611 0.0362
H 18.6211 -15.5902 1.3509
H 17.3347 -14.5079 1.8045
H 17.2265 -15.1331 0.1759
H 19.1269 -12.4029 1.9104
H 20.3307 -13.6289 2.1813
H 20.5769 -12.5446 1.0094
H 20.7555 -14.9629 0.0103
H 19.4943 -15.4908 -1.0725
H 21.2956 -13.0698 -1.1208
H 21.3280 -14.4276 -2.2024
H 19.0756 -13.8812 -2.9613
H 20.1983 -12.6798 -3.3560
H 19.8987 -10.3265 -2.0038
H 20.2449 -11.1001 -0.5122
H 18.7024 -10.1945 -0.7490
H 17.0036 -12.5576 -3.0638
H 17.9600 -11.2322 -3.6646
H 16.9707 -11.0266 -2.2455
H 17.4948 -11.2735 0.1813
C 25.9370 -22.4208 -8.8142
C 24.9800 -21.2005 -8.5066
C 24.8309 -21.1629 -7.0145
C 25.7522 -19.8711 -8.7494
C 25.8919 -19.6991 -10.3096
C 24.4822 -19.6606 -10.8783
C 23.7184 -20.9286 -10.6102
C 22.3108 -20.5817 -11.0925
C 24.0784 -22.0614 -11.6196
N 23.6616 -21.2158 -9.1514
O 22.8674 -22.3074 -8.8310
H 26.8115 -22.3338 -8.1694
H 25.5460 -23.3667 -8.4394
H 26.2204 -22.5526 -9.8584
H 25.7541 -21.3341 -6.4611
H 24.4611 -20.2450 -6.5575
H 24.2046 -21.9744 -6.6439
H 25.1898 -19.0493 -8.3060
H 26.7557 -19.8086 -8.3285
H 26.3709 -18.7577 -10.5786
H 26.5772 -20.4220 -10.7523
H 24.6758 -19.5198 -11.9417
H 23.8948 -18.7727 -10.6445
H 21.5202 -21.3294 -11.0297
H 22.2886 -20.4172 -12.1698
H 21.9343 -19.6932 -10.5857
H 23.3433 -22.8625 -11.5424
H 25.1127 -22.4009 -11.5651
H 23.9910 -21.7191 -12.6507
H 22.4089 -22.1088 -8.0113
C 26.7628 -18.6888 0.2117
C 25.2383 -18.6134 -0.0006
C 24.4071 -18.6631 1.2857
C 24.9372 -17.2071 -0.6495
C 23.5106 -17.0474 -1.2513
C 23.2032 -18.1720 -2.2398
C 23.4572 -19.5968 -1.6564
C 22.3641 -20.0093 -0.6359
C 23.4600 -20.4931 -2.9157
N 24.7552 -19.6872 -0.9856
O 25.0307 -20.9841 -0.4911
H 27.1508 -17.9903 0.9531
H 27.0436 -19.6398 0.6641
H 27.4791 -18.6240 -0.6074
H 24.4354 -19.6824 1.6709
H 25.0652 -18.0463 1.8977
H 23.3593 -18.3686 1.3456
H 25.1879 -16.3358 -0.0445
H 25.5824 -17.1913 -1.5279
H 22.7360 -17.0705 -0.4848
H 23.4008 -16.0966 -1.7730
H 23.7063 -17.9244 -3.1745
H 22.1588 -18.0901 -2.5408
H 22.5706 -20.7443 0.1421
H 21.4515 -20.4206 -1.0672
H 22.0733 -19.2189 0.0560
H 22.8102 -20.2294 -3.7502
H 23.3071 -21.5211 -2.5872
H 24.4753 -20.5250 -3.3111
H 25.8945 -21.3163 -0.7464
N 17.6290 -21.4870 -8.8062
C 17.2325 -20.3277 -9.0838
N 17.1248 -20.1392 -10.3125
O 16.9207 -19.5569 -8.2148
H 17.7860 -21.6353 -7.8196
H 17.7013 -22.1640 -9.5522
H 16.6537 -19.2816 -10.5628
H 16.9233 -20.9342 -10.9019
N 22.4215 -18.7229 -7.1016
C 21.7447 -19.1631 -6.1175
N 21.2896 -18.2315 -5.3605
O 21.6858 -20.3273 -5.8641
H 22.5454 -17.7208 -7.1241
H 22.7896 -19.3282 -7.8215
H 20.8591 -18.6519 -4.5493
H 21.6464 -17.2872 -5.3272
C 19.1448 -18.3158 -1.5867
C 17.9198 -18.9478 -0.8995
O 18.1988 -20.0180 -0.0165
H 18.9307 -17.3063 -1.9376
H 19.5265 -18.9251 -2.4060
H 19.9975 -18.2089 -0.9162
H 17.1170 -19.1806 -1.5991
H 17.4371 -18.2585 -0.2067
H 18.3300 -20.7525 -0.6206
C 19.5743 -23.2005 -3.5738
C 20.5602 -23.6040 -4.5962
O 20.1599 -22.8126 -5.7021
H 19.8814 -23.7157 -2.6637
H 18.5098 -23.3302 -3.7692
H 19.6332 -22.1664 -3.2344
H 20.6313 -24.6800 -4.7554
H 21.5325 -23.3062 -4.2038
H 20.4103 -21.8932 -5.5858
C 24.5640 -15.6234 -8.1331
C 23.9649 -15.1932 -6.7870
O 22.6527 -15.8941 -6.6799
H 24.6820 -16.7070 -8.1360
H 25.5007 -15.0669 -8.1647
H 23.9500 -15.5254 -9.0283
H 23.6371 -14.1630 -6.6475
H 24.6315 -15.3642 -5.9417
H 22.1618 -15.5254 -7.4180
C 21.3737 -14.8839 -10.7825
C 20.8707 -16.1792 -10.0787
O 20.5226 -15.8156 -8.7152
H 20.8419 -13.9473 -10.6149
H 21.3606 -15.1421 -11.8414
H 22.4194 -14.7184 -10.5233
H 21.7134 -16.8703 -10.0934
H 20.1352 -16.5950 -10.7673
H 20.0003 -16.5312 -8.3454
C 24.1359 -24.4672 -2.3246
C 22.9572 -24.8253 -1.4872
O 22.0053 -23.7579 -1.5433
H 23.9588 -24.3803 -3.3966
H 25.0207 -25.0994 -2.2503
H 24.4151 -23.4638 -2.0034
H 23.1673 -25.2643 -0.5119
H 22.5984 -25.7119 -2.0100
H 21.6997 -23.8050 -2.4521
C 18.7081 -15.5814 -5.9582
C 18.3304 -17.0052 -6.0884
O 18.7403 -17.3497 -7.3916
H 19.7649 -15.3855 -6.1395
H 18.4381 -15.2486 -4.9560
H 18.1870 -14.9505 -6.6783
H 17.3096 -17.1487 -5.7342
H 19.0166 -17.4868 -5.3917
H 18.2546 -18.0392 -7.8502
```

=====

Question: What is the E_HOMO in the second record?
Answer: -7.8 eV